{"formula": "C35H43ClFeN2Si2", "method": "wB97M-V/def2-TZVPD", "species": ["Fe", "Cl", "Si", "Si", "N", "N", "C", "C", "C", "C", "C", "C", "C", "C", "C", "C", "C", "C", "C", "C", "C", "C", "C", "C", "C", "C", "C", "C", "C", "C", "C", "C", "C", "C", "C", "C", "C", "C", "C", "C", "C", "H", "H", "H", "H", "H", "H", "H", "H", "H", "H", "H", "H", "H", "H", "H", "H", "H", "H", "H", "H", "H", "H", "H", "H", "H", "H", "H", "H", "H", "H", "H", "H", "H", "H", "H", "H", "H", "H", "H", "H", "H", "H", "H"], "xyz": [[-0.219668, -1.854609, -2.192454], [1.851219, -1.857148, -1.431371], [-0.084982, -1.493885, -6.205979], [2.091156, 1.730265, -4.363353], [1.827127, -0.323855, 2.184631], [1.101017, 2.366991, 0.202711], [-1.154171, 4.402737, -4.326692], [0.769246, 0.594598, -8.070930], [1.053898, -2.460129, -4.370262], [-1.833606, -2.687472, -1.046140], [1.356564, -4.168590, -9.984488], [1.285819, 2.045096, 1.597156], [-0.394374, -2.435051, -4.433786], [2.841593, -1.350243, 2.142595], [-1.035922, -1.143971, -4.432054], [0.631746, 5.409664, -5.597743], [0.923995, -0.495882, 3.305464], [-2.401553, -1.568035, -1.774350], [2.270822, 2.864625, -0.515723], [-0.329110, 3.302088, -4.040406], [-0.284926, 2.786694, -8.215362], [-1.579055, 0.795626, -7.655594], [0.966495, 3.217142, -4.610228], [2.062577, -4.218418, -8.785913], [2.353398, 0.985582, 1.890475], [-0.227691, 0.006950, -4.760844], [-0.684715, 5.445120, -5.128005], [-0.436369, -2.945273, -8.819029], [-0.977385, -0.697642, -0.171028], [0.850084, 1.975666, -8.337628], [1.199951, 0.023190, -4.597079], [0.078430, -3.581713, -9.977973], [1.607147, -3.473946, -7.680698], [-0.920168, -2.116115, -0.070594], [1.470957, 4.338975, -5.282667], [1.762166, -1.285971, -4.740096], [-0.392381, 0.038557, -7.507515], [0.368555, -2.775843, -7.674934], [-1.516419, 2.177927, -7.943935], [-1.892307, -0.352926, -1.193544], [-0.097699, 3.131217, -0.062328], [2.942552, 2.022155, -0.762654], [-2.058839, -3.753337, -1.185474], [1.977157, 1.645806, -2.900688], [-2.412728, 2.810822, -7.931197], [-0.660433, 2.542743, -3.311173], [-0.471139, 0.003547, 0.507557], [2.817198, -1.410719, -4.972233], [-0.227409, 3.876364, -8.356098], [-0.036691, 4.161739, 0.337272], [3.046732, 0.862186, 1.044896], [3.460377, 2.092479, -4.693695], [-1.340119, 6.275930, -5.375176], [-1.454495, -2.574662, -8.839692], [0.564088, -1.535949, 3.263128], [0.056404, 0.172984, 3.264134], [1.967264, 3.328621, -1.476636], [2.859708, 3.617464, 0.060771], [-3.188569, -1.647261, -2.533017], [-2.138357, -1.077367, -4.284572], [3.232228, -1.420314, 1.122557], [1.008311, 6.246923, -6.173651], [2.262342, -3.434722, -6.817200], [2.375892, -2.308287, 2.400992], [-0.528780, -3.612149, -10.879006], [1.685908, 0.009621, -8.200915], [-0.778490, 0.922938, -4.939593], [-2.563296, 0.356923, -7.482277], [1.817257, -4.586592, -10.905099], [2.542266, 4.396046, -5.482230], [-0.309003, -2.603315, 0.682367], [0.313466, 1.712124, 1.972269], [1.419894, -0.347623, 4.284014], [1.807914, 2.438292, -8.601214], [-1.017214, -3.322368, -4.281711], [-0.957473, 2.617972, 0.386461], [-2.156197, 4.463059, -3.878937], [1.576342, 2.943945, 2.181221], [2.951715, 1.375781, 2.746529], [-0.251047, 3.206799, -1.147886], [-2.244551, 0.670428, -1.329950], [3.669559, -1.140886, 2.846669], [1.563258, -3.411930, -4.135851], [2.978038, -4.824908, -8.718111]], "atomic_forces_ev_per_a": [[0.312, 1.055, 1.530], [0.520, -0.086, -0.597], [1.007, -0.222, -5.145], [-1.580, 0.187, 1.611], [-0.758, -0.391, -0.651], [-0.003, -0.389, -0.976], [0.085, -0.286, 0.457], [0.546, 0.581, 0.732], [-0.066, 0.345, -0.335], [0.323, 0.394, 0.400], [-0.317, 0.030, -0.062], [0.317, 0.413, 0.123], [0.549, -2.152, 0.824], [-0.031, 0.040, -0.005], [-0.959, 1.967, -1.095], [-0.110, 0.126, 0.402], [0.264, -0.044, 0.134], [-0.065, -0.218, 0.452], [0.246, -0.030, 0.130], [0.121, 0.199, -0.342], [0.003, -0.277, 0.049], [0.247, 0.793, 0.692], [-0.270, 0.051, 0.013], [0.005, 0.378, 0.296], [0.180, 0.159, 0.559], [0.180, 0.578, 2.831], [0.228, -0.526, -0.195], [0.536, -0.037, -0.359], [-0.572, -0.237, 0.191], [-0.325, -0.017, -0.105], [-1.679, 1.841, -1.541], [0.174, 0.233, 0.662], [-0.333, -0.071, -0.107], [-1.026, 0.205, -0.147], [-0.376, -0.035, -0.053], [0.334, -2.393, -0.224], [-0.524, -0.320, 0.235], [0.892, -0.890, 0.873], [0.169, -0.335, -0.216], [0.087, -0.437, 0.314], [0.168, 0.159, 0.067], [-0.170, 0.433, 0.119], [0.045, 0.690, 0.103], [0.472, -0.308, 0.293], [0.261, -0.524, -0.083], [0.051, 0.289, -0.597], [-0.003, -0.471, -0.655], [-0.116, 0.060, 0.280], [0.023, -0.651, 0.071], [-0.188, -0.116, -0.001], [-0.250, 0.172, 0.220], [0.329, -0.472, -0.623], [0.163, -0.094, 0.059], [0.087, 0.197, -0.120], [-0.045, 0.394, 0.164], [0.213, -0.134, -0.069], [0.072, -0.244, 0.632], [-0.327, -0.242, -0.204], [0.316, 0.033, 0.477], [1.115, 0.120, -0.700], [0.116, -0.036, 0.180], [0.065, -0.021, 0.088], [-0.084, -0.022, 0.097], [0.267, 0.105, -0.047], [0.037, 0.021, 0.204], [-0.267, 0.037, 0.294], [0.129, 0.039, 0.070], [0.265, 0.080, 0.321], [-0.676, 0.187, 0.765], [-0.325, -0.093, -0.463], [-0.146, -0.225, -0.417], [0.157, 0.057, 0.079], [-0.085, 0.004, -0.071], [-0.368, -0.357, -0.061], [0.491, 0.244, -0.105], [0.075, 0.199, -0.076], [0.507, -0.041, -0.233], [-0.249, -0.004, -0.145], [0.014, -0.222, -0.227], [-0.019, -0.021, 0.280], [0.199, -0.388, -0.478], [-0.070, -0.193, -0.091], [-0.224, 0.562, -0.768], [-0.352, 0.615, 0.018]], "total_charge": 1, "e_tot_ev": -102624.2629, "multiplicity": 6, "s_squared": 8.7917}